Density functional theory data (ωB97M-V/def2-TZVPD) for an isolated molecule of C6H9N at a distorted geometry.

Structure (XYZ):
```
16
Properties=species:S:1:pos:R:3:forces:R:3
H 1.359 -1.073 -1.318 -0.17 -3.25 1.13
C -0.664 0.061 0.810 1.42 1.08 -1.03
H 0.100 2.210 -2.363 1.91 0.93 2.52
C -1.530 -0.649 1.495 -0.31 0.22 0.85
C 0.854 0.849 -0.906 0.38 1.33 -1.06
C 0.928 2.241 -1.448 -1.14 -1.33 -3.84
N 0.212 0.779 0.295 -1.73 -1.90 2.64
C -1.219 -2.029 2.069 0.66 -0.65 -1.02
H 1.874 0.035 -2.586 0.11 0.43 0.65
H -1.853 -2.302 2.878 -0.16 0.43 1.31
H -2.544 -0.234 1.740 1.16 -0.37 -0.60
H -1.596 -2.746 1.367 -0.14 -0.54 -0.95
C 1.463 -0.108 -1.581 -0.12 1.38 -1.36
H -0.169 -2.404 2.230 -0.88 1.19 0.05
H 0.887 3.020 -0.749 -0.85 1.02 0.95
H 1.899 2.348 -1.933 -0.13 0.04 -0.23
```
Forces are in eV/Å.

Summary:
Charge = 0
SMILES = C=C(C)N=C=CC
Relative energy (zero: lowest compared OMol25 entry of this formula, charge and spin) = 75.7 kcal per mole
Gap between HOMO and LUMO = 8.97 eV
E = -288.66139 Ha
LUMO level = 0.8 eV

These are the natural (NBO) partial charges, in e, on atoms 1 to 6:
1 H 0.1892
2 C 0.4562
3 H 0.2173
4 C -0.4181
5 C 0.1653
6 C -0.6284